{
  "formula": "C53H144CsN13O16",
  "method": "ωB97M-V/def2-TZVPD",
  "homo_energy_ev": -8.48,
  "lumo_energy_ev": 0.1,
  "charge": 0,
  "multiplicity": 1,
  "symbols": ["Cs", "O", "C", "O", "O", "H", "C", "C", "C", "O", "C", "N", "H", "H", "H", "H", "H", "H", "H", "H", "H", "H", "H", "C", "C", "C", "O", "C", "N", "H", "H", "H", "H", "H", "H", "H", "H", "H", "H", "H", "C", "C", "C", "O", "C", "N", "H", "H", "H", "H", "H", "H", "H", "H", "H", "H", "H", "C", "C", "C", "O", "C", "N", "H", "H", "H", "H", "H", "H", "H", "H", "H", "H", "H", "C", "C", "C", "O", "C", "N", "H", "H", "H", "H", "H", "H", "H", "H", "H", "H", "H", "C", "C", "C", "O", "C", "N", "H", "H", "H", "H", "H", "H", "H", "H", "H", "H", "H", "C", "C", "C", "O", "C", "N", "H", "H", "H", "H", "H", "H", "H", "H", "H", "H", "H", "C", "C", "C", "O", "C", "N", "H", "H", "H", "H", "H", "H", "H", "H", "H", "H", "H", "C", "C", "C", "O", "C", "N", "H", "H", "H", "H", "H", "H", "H", "H", "H", "H", "H", "C", "C", "C", "O", "C", "N", "H", "H", "H", "H", "H", "H", "H", "H", "H", "H", "H", "C", "C", "C", "O", "C", "N", "H", "H", "H", "H", "H", "H", "H", "H", "H", "H", "H", "C", "C", "C", "O", "C", "N", "H", "H", "H", "H", "H", "H", "H", "H", "H", "H", "H", "C", "C", "C", "O", "C", "N", "H", "H", "H", "H", "H", "H", "H", "H", "H", "H", "H"],
  "coordinates": [[0.036524, 2.367884, -0.756029], [2.698957, -1.469316, 0.922711], [1.754154, -0.518252, 0.413189], [2.051162, 0.591638, 0.815185], [0.817448, -0.970438, -0.308370], [2.491345, -2.304494, 0.471252], [5.490705, 1.971394, -2.793932], [4.456614, 1.170793, -1.968755], [5.123340, 0.538124, -0.797637], [6.178642, -0.285723, -1.267200], [5.789193, -1.681812, -1.417094], [3.314466, 1.989225, -1.625198], [5.054112, 2.472880, -3.641040], [6.312670, 1.303198, -3.212498], [5.991537, 2.705923, -2.176738], [4.214751, 0.379768, -2.655055], [4.367822, 0.124689, -0.110609], [5.554876, 1.395814, -0.269947], [4.838267, -1.793811, -1.980881], [5.691853, -2.244014, -0.450253], [6.555748, -2.048512, -2.127413], [3.615494, 2.913436, -1.354157], [2.894203, 1.639547, -0.781685], [1.242465, 4.837881, -4.043084], [2.745077, 4.814744, -3.860336], [3.535427, 5.790082, -4.743998], [4.878439, 5.790547, -4.336737], [5.618776, 6.631629, -5.246025], [3.024812, 4.966098, -2.440279], [0.841629, 4.535887, -5.026736], [0.836994, 5.856035, -3.858322], [0.676923, 4.141792, -3.331626], [3.093593, 3.828172, -4.167808], [3.102197, 6.820489, -4.732242], [3.576390, 5.445349, -5.808376], [6.601831, 6.832623, -4.763473], [5.189534, 7.631188, -5.289387], [5.909244, 6.136316, -6.204707], [4.016289, 4.973311, -2.224234], [2.678609, 5.860280, -2.071547], [0.650567, -1.890445, -4.346014], [1.826160, -1.107748, -3.834214], [2.791643, -0.878502, -5.000667], [3.171243, -2.039870, -5.734977], [4.016940, -2.916907, -4.980183], [1.384572, 0.199201, -3.351724], [0.066651, -1.409673, -5.105902], [-0.034546, -2.219127, -3.616438], [0.961484, -2.819848, -4.795025], [2.333369, -1.633678, -3.052276], [3.701997, -0.366881, -4.685450], [2.212819, -0.186377, -5.616690], [3.438416, -3.243609, -4.162461], [4.869577, -2.349947, -4.563583], [4.333527, -3.664148, -5.675503], [0.971249, 0.121034, -2.393933], [2.120206, 0.856798, -3.336886], [-1.776839, 0.520308, 4.834133], [-0.892106, 0.902547, 3.634752], [0.355603, 1.719560, 3.997484], [-0.106198, 2.867306, 4.672455], [0.864544, 3.792002, 4.990326], [-0.560334, -0.317749, 2.920357], [-1.472876, -0.434170, 5.204016], [-2.828626, 0.509895, 4.516918], [-1.664739, 1.248664, 5.604746], [-1.512639, 1.608943, 2.999717], [0.767878, 1.968404, 3.016252], [1.001967, 1.153452, 4.748179], [1.299811, 4.234425, 4.060621], [1.619751, 3.255845, 5.563221], [0.431251, 4.570694, 5.587297], [0.321219, -0.209800, 2.394010], [-0.343794, -1.069515, 3.569245], [-2.558438, 0.327825, -3.592810], [-2.417253, 1.755519, -4.200492], [-3.520331, 2.703326, -3.839658], [-3.352210, 3.895487, -4.604468], [-4.400638, 4.815747, -4.336771], [-1.087157, 2.288502, -3.706907], [-1.575431, -0.142861, -3.761655], [-3.331058, -0.160517, -4.254468], [-2.775522, 0.389321, -2.509352], [-2.561487, 1.759557, -5.306706], [-3.482420, 3.026357, -2.789505], [-4.473578, 2.270706, -4.027777], [-4.144933, 5.817804, -4.703727], [-4.548519, 4.855684, -3.285792], [-5.368542, 4.497338, -4.749832], [-0.356989, 1.783585, -4.159188], [-0.936644, 3.282845, -3.982339], [-1.250039, -4.894187, 7.302237], [-1.278062, -5.393107, 5.861260], [-2.097931, -4.503625, 5.029578], [-2.304080, -4.917705, 3.679282], [-3.691539, -4.760911, 3.239094], [0.103442, -5.485608, 5.321796], [-0.803725, -3.862817, 7.391069], [-0.568711, -5.509857, 7.764957], [-2.255959, -4.890124, 7.831858], [-1.785898, -6.389551, 5.865718], [-1.598454, -3.517844, 4.883618], [-3.007948, -4.296913, 5.544074], [-4.197705, -3.859720, 3.678336], [-4.223096, -5.615181, 3.690677], [-3.780161, -4.770576, 2.149959], [0.228123, -5.988920, 4.465242], [0.818956, -5.873117, 6.004074], [-0.153449, 6.059340, -0.018239], [-0.706421, 5.816277, 1.394444], [-2.199883, 6.174125, 1.412952], [-2.287214, 7.503211, 0.995824], [-3.424018, 8.222317, 1.435806], [-0.433595, 4.447257, 1.760464], [-0.156295, 7.132619, -0.235447], [-0.726314, 5.585098, -0.742595], [0.875803, 5.702009, -0.179256], [-0.184376, 6.470983, 2.115894], [-2.674963, 6.013418, 2.404603], [-2.804844, 5.611924, 0.731058], [-3.325525, 9.295918, 1.254590], [-3.520654, 8.110843, 2.533631], [-4.276840, 7.939595, 0.891914], [0.609259, 4.347737, 1.815000], [-0.913431, 4.161270, 2.641458], [0.363168, -7.093628, -0.131202], [1.070886, -6.349515, 1.036734], [1.990744, -5.186323, 0.566245], [3.246770, -5.625988, 0.193002], [4.068414, -4.550158, 0.051134], [0.225959, -5.707683, 2.048319], [-0.301729, -7.743314, 0.480972], [0.988107, -7.575737, -0.833952], [-0.269622, -6.304842, -0.583707], [1.789652, -7.091625, 1.493503], [2.106323, -4.537647, 1.439506], [1.436518, -4.628145, -0.212875], [3.960965, -3.878948, 0.925316], [3.822576, -3.906610, -0.765060], [5.152197, -4.894326, -0.028873], [-0.667813, -6.183611, 2.272778], [-0.039317, -4.819177, 1.661398], [-4.846715, -7.211598, -1.712631], [-4.252583, -6.142006, -0.778352], [-3.094348, -5.405866, -1.494033], [-2.538709, -4.455430, -0.539036], [-1.614788, -3.558197, -1.044641], [-5.279146, -5.258517, -0.194983], [-5.775633, -7.746650, -1.346278], [-4.083657, -7.990765, -2.028460], [-5.142836, -6.692919, -2.631996], [-3.728746, -6.614420, 0.071676], [-3.327908, -4.865244, -2.380285], [-2.353364, -6.165297, -1.766690], [-2.013399, -2.993520, -1.865205], [-0.647291, -4.063651, -1.418403], [-1.290766, -2.991987, -0.159190], [-5.841690, -4.974383, -0.987804], [-4.722998, -4.395350, -0.004076], [3.372172, -1.133772, 4.795394], [2.605859, -2.419358, 4.965652], [2.008863, -2.490841, 6.320744], [2.979859, -2.312289, 7.354743], [2.545449, -2.559760, 8.644845], [1.547918, -2.553719, 3.970344], [4.280953, -1.099037, 5.393380], [2.791843, -0.329251, 5.176125], [3.640275, -0.959120, 3.789258], [3.437606, -3.211848, 4.858406], [1.590973, -3.505965, 6.336495], [1.109859, -1.822255, 6.402482], [3.438622, -2.407317, 9.302587], [2.201460, -3.610812, 8.797259], [1.686462, -1.997910, 9.017402], [1.948625, -2.443926, 3.069064], [1.075490, -3.464309, 3.989703], [-3.739644, -1.504928, 1.285235], [-3.353964, -0.497706, 0.218553], [-4.249597, 0.763081, 0.175731], [-5.576916, 0.398674, -0.037081], [-6.458612, 1.470946, 0.084802], [-1.951154, 0.004821, 0.370956], [-4.763847, -2.009570, 1.272836], [-3.820718, -0.932777, 2.234635], [-3.025938, -2.262410, 1.439377], [-3.554831, -0.942054, -0.814856], [-3.991452, 1.440257, -0.642811], [-4.068135, 1.241707, 1.165729], [-7.462304, 1.062041, -0.341395], [-6.162107, 2.366122, -0.533243], [-6.557289, 1.870326, 1.080852], [-1.400918, -0.546411, -0.288279], [-1.586765, -0.279513, 1.237712], [-6.138523, -0.756017, -3.299600], [-6.098222, -2.254445, -3.258514], [-5.026164, -2.841405, -4.173342], [-3.706195, -2.766341, -3.615325], [-2.890506, -3.500777, -4.582547], [-5.931593, -2.758254, -1.902130], [-6.245960, -0.298820, -4.339994], [-5.196686, -0.392199, -2.826019], [-6.870845, -0.274417, -2.687792], [-7.013776, -2.686510, -3.620966], [-5.010312, -2.242011, -5.077657], [-5.281082, -3.880649, -4.390891], [-2.853671, -2.952340, -5.506714], [-3.206521, -4.529474, -4.659922], [-1.911303, -3.636699, -4.064937], [-6.799386, -2.640166, -1.357690], [-5.135944, -2.254791, -1.453029], [5.222042, 4.033400, 1.322093], [3.833678, 4.539745, 1.786097], [3.700762, 6.015806, 1.817700], [4.281319, 6.633821, 0.658563], [3.988906, 8.030352, 0.465196], [2.750283, 3.849171, 0.994971], [6.070503, 4.297677, 1.947707], [5.409449, 4.356126, 0.299473], [5.251988, 2.915646, 1.310156], [3.700077, 4.227034, 2.787256], [4.023491, 6.413839, 2.833225], [2.601558, 6.266122, 1.784126], [4.624956, 8.421797, -0.316902], [4.273244, 8.568102, 1.369435], [2.858896, 8.209917, 0.316460], [2.629842, 4.203959, 0.064309], [2.873291, 2.822897, 1.007477]],
  "atomic_forces_ev_per_a": [[-0.0937, -0.1519, 0.2668], [-0.8207, -0.3890, -0.8218], [0.0577, -2.7037, -0.2693], [-0.4616, 2.2304, 0.0721], [1.2084, 0.8485, 0.6130], [-0.0321, 0.1945, 0.1867], [0.9325, -1.0791, -0.1253], [0.9210, 0.5527, -1.5218], [0.2516, 0.9414, 0.4767], [-0.8933, -1.5693, 0.8732], [0.2591, 0.7304, -0.7163], [-0.1201, 0.1978, -0.1636], [-0.4052, 0.2520, -0.2946], [-1.1320, 0.6751, 0.6795], [0.1178, 0.3859, 0.2633], [-0.9043, -0.6604, -0.2793], [0.5042, -0.6506, -0.2119], [0.4051, -0.2830, 0.3379], [0.1713, 0.2947, 0.4440], [0.4056, 0.6040, -0.7967], [-0.2356, -0.3853, 0.8587], [0.1663, 0.3126, -0.3355], [-0.2608, -0.6366, 0.3913], [-1.8197, -0.0130, 0.3387], [0.2612, -0.4491, -0.1183], [-0.5646, -0.1418, -0.9261], [0.6465, 0.9463, -0.6473], [1.8490, -0.4798, 1.3935], [-0.1544, 0.6328, 0.8568], [0.6638, 0.2016, 0.0895], [0.2078, -0.4239, -0.0085], [1.3012, 0.9565, -0.6283], [0.0984, -0.2264, 0.2726], [0.2137, -0.4634, 0.1415], [-0.7418, 0.1733, 0.5245], [-0.5251, -0.3710, -0.0844], [-0.4736, -0.1268, -0.6572], [-0.9615, 0.4332, 0.4429], [0.0803, -0.0132, -0.3496], [0.0473, -0.3141, -0.3752], [0.3362, -0.9506, -0.4597], [-0.1550, 0.4728, -0.4800], [-0.1758, -0.0325, -0.0206], [-0.1435, 0.5410, 0.0620], [-0.1028, 2.1743, -0.6055], [-1.5981, -0.6942, 0.5174], [-0.0899, 0.7951, -0.4572], [-0.8200, 0.0175, 1.4315], [0.4807, -0.4164, -0.3066], [0.2885, -0.6734, 0.7074], [0.1337, 0.1855, 0.2505], [0.3505, -0.2145, -0.6829], [-0.4466, -1.1785, 1.0689], [-0.0079, -0.2371, -0.2727], [0.2144, -0.6589, -0.0495], [0.7331, -0.1413, -1.0878], [0.9800, 0.8385, 0.4097], [-0.1199, 0.6622, -1.1475], [-0.7355, 0.4195, 0.1729], [-0.7455, -0.8150, 1.1758], [-1.4592, 0.0540, -0.4598], [1.0235, -0.1840, -0.7532], [0.8074, -0.0363, -0.5273], [0.0537, -0.7656, 0.3741], [0.2525, -0.2687, 0.2128], [-0.0350, 0.5558, 0.6457], [0.6386, -0.7972, 0.2616], [0.9592, 0.0397, 0.2642], [-0.2198, 0.4255, -1.4091], [0.0281, -0.1610, 0.6081], [0.6001, 0.3685, 0.1418], [-0.2644, 0.3917, 0.3052], [-0.5881, 0.1003, 0.1819], [0.0305, 0.0639, 0.0826], [-0.2466, 1.0107, -1.7172], [0.9072, 0.1833, 0.4445], [0.8988, 1.1983, 0.8269], [-0.3512, 0.1970, -0.3283], [0.1411, -0.1940, -0.6791], [-1.6299, 1.3731, -0.6339], [-0.5175, -0.1623, 0.2451], [0.6600, -0.0340, 1.3428], [-0.1277, -0.2810, -0.6350], [0.8694, -0.4895, 0.3706], [0.0011, -0.3911, 0.2218], [-1.0299, -0.5534, -0.2602], [0.0704, -0.4285, -0.0551], [-0.1277, 0.3388, 1.2476], [0.2256, -0.0361, -0.2773], [0.7834, -0.7052, -0.2184], [-0.6127, -1.0586, 0.0457], [-1.3364, 2.2435, -0.5806], [0.7029, -1.5361, -0.0764], [0.4904, 2.1987, -1.7923], [-1.2020, -0.1366, -0.5077], [0.2106, -0.3680, 1.5619], [1.0417, 0.0418, 2.0397], [-0.5703, -0.8016, -0.3319], [1.3011, -1.5284, 1.6920], [1.2554, -0.1958, -0.7920], [0.2968, 0.3836, 0.0279], [0.0134, -0.3427, 0.6937], [-1.0948, -0.0673, 0.2682], [0.7668, -0.3841, -0.5463], [-0.1813, 0.1429, -0.5057], [0.3322, -0.0128, 0.2627], [-0.3804, -0.1283, -0.5768], [-1.5413, 0.5823, -0.9851], [1.3883, 1.3566, 1.2331], [0.2016, 0.2468, -0.2334], [0.1152, 0.0663, 0.7364], [0.1598, 1.5231, 0.0784], [1.2876, 0.3602, 1.1416], [0.1108, -1.0413, 0.5235], [-0.0379, -0.1679, -0.0296], [-1.3987, -0.9565, -1.3486], [-0.1610, 0.0505, 0.4783], [-0.3503, 0.3376, -0.3286], [0.4725, 0.2083, -0.1089], [-0.1084, -1.0658, -0.6301], [0.5664, -0.1572, -0.1554], [-0.3636, -0.1282, -0.4550], [-1.4947, -0.7646, -0.4394], [-1.2158, -0.2619, 0.2261], [0.9188, 0.3153, -0.7878], [-1.8208, 1.9497, 2.7437], [2.1684, -0.3725, -0.3484], [-1.5903, -0.7006, 0.7867], [-0.4596, -1.2408, -0.5505], [2.6056, 0.7082, 0.9498], [-0.6508, -1.1061, -0.1073], [0.1973, -0.2593, -1.1957], [0.6637, -0.5920, -0.5122], [0.1057, -0.6414, -0.2554], [-0.8148, 0.6902, -0.0023], [-0.0372, 0.2468, 0.0742], [0.4172, 0.0457, -0.1474], [0.4412, -0.2395, 0.0771], [-0.2210, 0.3016, -1.2069], [-1.4223, 0.4546, 0.0242], [0.7895, 0.2478, -0.3936], [-0.4361, 0.5297, 0.1083], [-0.0359, -0.6699, -0.3198], [0.5683, -0.5324, 0.3910], [0.4520, 0.0200, 1.4909], [-1.1230, -1.6540, -0.2115], [2.2336, -0.8473, 0.3648], [1.2589, 0.5199, -0.5498], [1.2048, 0.7187, -0.0215], [-0.8246, 0.8972, 0.5420], [-0.0928, -0.1155, -0.0622], [-0.2797, -0.1205, -0.1875], [-0.7764, 0.4795, -0.7680], [0.2694, 0.0455, 0.1055], [-0.2494, 0.7598, -0.2864], [-1.2087, 0.3840, 0.3157], [-0.1262, 0.4462, -0.6299], [-0.3200, 0.2893, -0.0211], [-0.8123, -0.6284, 0.1383], [0.2128, 0.0007, 0.7727], [2.1600, -0.5914, -0.7467], [-1.1102, -1.0613, 0.9712], [-0.4323, 0.4703, -1.2210], [0.4147, -1.2677, 1.2905], [-0.5323, -0.2511, 0.7957], [0.0698, -0.3887, 0.0480], [-0.7301, 1.0108, 0.0354], [0.2089, 0.2691, -1.2796], [-1.3482, 0.4654, 0.3027], [-0.1211, -0.0812, 0.6532], [0.8780, -0.0037, 0.0839], [-0.9054, -0.0010, -0.4019], [0.3966, 0.2285, -0.3080], [0.0736, 0.7203, -0.3162], [0.3215, 0.2352, -1.0043], [0.3294, 0.2301, 0.2838], [-2.4093, 1.0298, 1.3611], [-0.5796, 0.4667, -1.9173], [0.7649, -0.6520, 1.0418], [-0.3922, -0.2621, 0.4467], [-1.7440, -0.0072, -2.1028], [-1.5312, -0.5103, -2.6498], [1.1841, 0.7542, -0.7893], [0.3474, -0.2726, -0.1789], [1.0834, -0.9133, -0.0302], [0.8738, 0.1943, 1.0449], [0.6428, 0.1116, 0.0897], [-0.4158, 0.2430, -0.4291], [1.5271, 1.0119, 1.0115], [-0.0676, -0.8092, 0.1351], [-0.1567, -0.2389, 0.7198], [0.2474, 0.2717, 0.1020], [0.5137, -0.3977, 1.8484], [1.3036, 1.6166, -1.0580], [0.2242, -0.3454, 0.3503], [0.0630, 0.6501, 0.8247], [-0.3363, -1.1893, -1.4266], [1.0879, 0.4728, 2.8832], [0.3100, 0.1487, 0.5633], [0.2937, -0.7104, 1.1612], [-0.3384, -0.1022, -0.6388], [-0.9432, -0.1687, 0.4447], [-0.6599, -0.0649, -0.3033], [-0.1901, -0.1013, -0.5993], [0.0680, -0.0749, -0.0522], [0.2239, -0.0183, -0.5101], [-0.7258, -0.2852, -0.5184], [-0.3175, 0.6474, -0.8073], [0.8846, 0.2217, -0.2583], [-1.0826, -0.5770, -0.2045], [-0.1908, -0.9462, -0.1212], [0.5369, -1.7917, -1.7465], [-1.6231, 2.0333, -0.0450], [0.0999, 0.2006, 0.1450], [-1.3101, -0.7668, 1.2326], [0.1474, 0.0617, 1.4846], [-0.0560, 0.5039, 0.1573], [0.1004, 0.1351, -0.0112], [-0.3493, 0.7841, 0.0517], [-0.2791, -0.4954, 1.1821], [0.3532, -0.1140, -1.3504], [0.6429, -0.2582, 0.1624], [-0.2159, -0.2271, -0.4726], [-0.0703, 0.1826, 0.2060], [1.6275, -0.2720, -0.1277], [0.4018, 0.1000, -0.5290], [-0.0104, 0.8388, -0.1052]],
  "mulliken_charge": [0.549, -0.084, 0.403, -0.807, -0.700, -0.219, -1.783, 2.687, -0.541, -0.475, -0.043, 1.469, 0.378, 0.342, 0.371, -1.340, 0.287, -0.071, -0.349, 0.234, 0.383, -0.865, -1.018, -1.248, 0.788, -0.913, -0.224, -0.807, -0.130, 0.491, 0.407, -0.084, -0.168, 0.375, 0.375, 0.249, 0.333, 0.290, 0.275, 0.190, -1.673, 1.235, -1.051, -0.481, -0.603, 1.083, 0.342, 0.048, 0.532, -0.179, 0.520, 0.458, 0.236, 0.235, 0.291, -0.716, -0.229, -1.476, 1.001, -0.167, -0.444, -0.442, 0.325, 0.262, 0.279, 0.448, -0.438, 0.211, 0.240, -0.072, 0.350, 0.261, -0.508, -0.242, 1.193, -0.031, -0.988, -0.393, -0.793, 0.036, -0.715, 0.023, -0.538, 0.209, 0.231, 0.652, 0.280, 0.307, 0.292, -0.064, 0.041, -1.538, 0.749, -0.733, -0.042, -0.216, -0.382, 0.201, 0.513, 0.390, 0.093, -0.141, 0.600, 0.307, 0.379, -0.408, 0.082, 0.253, -0.839, 0.512, -0.975, -0.308, -0.841, 0.401, 0.437, 0.459, -0.099, 0.112, 0.523, 0.337, 0.256, 0.321, 0.318, -0.523, 0.124, -0.913, 0.301, 0.066, -0.492, -0.472, -0.094, 0.338, 0.489, -0.072, 0.212, -0.038, 0.199, 0.202, 0.199, 0.323, 0.277, -0.354, -1.462, 0.470, -0.060, 0.759, 0.060, -0.612, 0.360, 0.358, 0.271, 0.209, -0.466, 0.414, -0.767, -0.020, -0.145, 0.432, -0.076, -1.655, 0.641, -0.095, -0.358, -0.737, 0.578, 0.456, 0.219, 0.408, 0.118, 0.000, 0.099, 0.271, 0.264, 0.302, -0.314, -0.062, -1.637, 2.708, -0.736, -0.178, -0.819, 1.270, 0.245, 0.208, 0.399, -1.287, -0.183, 0.543, 0.230, 0.231, 0.338, -0.119, -0.452, -0.902, -0.217, -0.873, 0.388, -0.998, -0.150, 0.357, -0.123, 0.454, 0.460, 0.348, 0.440, 0.405, 0.351, 0.099, 0.310, -0.224, -1.353, 0.259, -0.426, -0.296, -0.805, 1.309, 0.559, 0.182, 0.202, 0.452, 0.452, -0.048, 0.260, 0.370, 0.225, -0.592, -0.379]
}